A structure of composition C22H18BrF3N6O2S2Tl, computed with ωB97M-V/def2-TZVPD.

Geometry (Å):
Tl  -1.728  2.230  -0.254
N  2.139  -4.744  -2.221
C  1.223  -3.722  -2.450
C  -0.023  -3.736  -1.820
C  -0.952  -2.749  -2.094
C  -0.651  -1.756  -3.007
C  0.574  -1.732  -3.644
C  1.511  -2.708  -3.366
S  -1.800  -0.393  -3.236
O  -3.035  -0.787  -2.591
O  -1.913  -0.082  -4.639
N  -1.168  0.812  -2.354
C  -0.160  1.531  -2.808
N  0.158  2.609  -2.040
C  1.118  3.404  -2.453
C  1.810  3.186  -3.638
C  1.450  2.040  -4.333
N  0.509  1.216  -3.933
H  2.020  -5.243  -1.353
H  3.101  -4.503  -2.410
H  -0.245  -4.510  -1.098
H  -1.914  -2.724  -1.604
H  0.768  -0.923  -4.329
H  2.478  -2.689  -3.847
H  1.341  4.248  -1.810
H  2.585  3.851  -3.982
H  1.950  1.760  -5.256
F  3.614  2.828  2.014
C  3.158  1.700  2.579
F  2.605  2.056  3.756
F  4.282  1.020  2.930
C  2.256  0.887  1.712
C  2.602  -0.404  1.379
C  1.739  -1.154  0.590
C  0.559  -0.558  0.170
N  0.214  0.674  0.471
C  1.033  1.439  1.233
S  0.540  3.006  1.579
H  3.535  -0.829  1.726
H  1.980  -2.168  0.313
H  -0.137  -1.112  -0.446
C  -2.336  1.490  5.946
C  -2.619  0.926  4.590
C  -3.553  -0.085  4.379
C  -3.759  -0.584  3.102
C  -3.022  -0.025  2.070
Br  -3.178  -0.620  0.244
N  -2.157  0.953  2.252
C  -1.947  1.412  3.470
H  -2.968  1.034  6.704
H  -2.508  2.564  5.940
H  -1.291  1.333  6.205
H  -4.114  -0.491  5.210
H  -4.466  -1.373  2.904
H  -1.206  2.197  3.550

largest force on an atom = 0.0354 Eh/bohr
energy above the lowest of the compared OMol25 structures with the same formula, charge and spin = 0.0 kJ/mol
net charge = -1

Mulliken atomic charge list, values in e, 6 entries: 0.6613, -0.6003, 0.9765, -0.4027, -0.4863, -0.5510

=====

A structure of composition C22H18Cl3N5O2Zr, computed with ωB97M-V/def2-TZVPD.

Geometry (Å):
Zr  0.046  0.642  -1.678
C  -4.155  -2.531  3.329
C  -3.115  -1.793  2.548
C  -1.870  -1.478  3.138
C  -0.888  -0.874  2.432
C  -1.062  -0.572  1.063
N  -0.101  -0.076  0.344
C  1.159  0.401  0.843
C  1.166  1.381  1.823
C  2.352  1.930  2.256
C  3.556  1.518  1.686
C  4.851  2.191  2.072
C  3.538  0.530  0.702
C  2.354  -0.001  0.269
N  2.396  -0.978  -0.795
C  3.258  -1.977  -0.982
C  2.947  -2.584  -2.182
C  1.854  -1.909  -2.682
N  1.538  -0.944  -1.829
C  -2.341  -0.875  0.463
C  -3.321  -1.460  1.193
N  -2.578  -0.620  -0.910
C  -3.759  -0.390  -1.522
C  -3.578  -0.439  -2.877
C  -2.239  -0.726  -3.040
N  -1.618  -0.853  -1.866
H  -4.109  -2.257  4.381
H  -5.156  -2.339  2.946
H  -3.957  -3.609  3.253
H  -1.700  -1.753  4.178
H  0.075  -0.670  2.886
H  0.212  1.727  2.216
H  2.344  2.715  3.004
H  4.761  2.714  3.022
H  5.675  1.484  2.141
H  5.104  2.927  1.303
H  4.457  0.237  0.198
H  4.035  -2.153  -0.239
H  3.461  -3.422  -2.636
H  1.291  -2.056  -3.586
H  -4.245  -1.764  0.703
H  -4.632  -0.172  -0.921
H  -4.323  -0.262  -3.641
H  -1.671  -0.756  -3.952
Cl  1.839  2.189  -1.728
C  -0.546  3.906  -3.108
Cl  -0.715  5.212  -2.094
Cl  0.069  4.059  -4.644
C  -0.869  2.605  -2.648
O  -0.608  1.567  -3.424
O  -1.184  2.358  -1.410

largest force on an atom = 0.0811 Eh/bohr
energy above the lowest of the compared OMol25 structures with the same formula, charge and spin = 59.2 kJ/mol
net charge = +2

Mulliken atomic charge list, values in e, 6 entries: 1.1395, -1.5399, 0.1547, -1.1760, -0.7679, 1.1906

=====

A structure of composition C22H18Cl3N7OOsSSi, computed with ωB97M-V/def2-TZVPD.

Geometry (Å):
Os  -0.862  -1.652  1.024
C  5.292  0.370  -1.515
C  3.922  0.272  -0.903
C  2.936  1.214  -1.181
C  1.688  1.123  -0.609
C  1.343  0.111  0.304
N  0.086  0.117  0.946
C  -0.533  1.425  1.061
C  0.274  2.503  1.429
C  -0.155  3.813  1.337
C  -1.412  4.125  0.834
C  -1.832  5.556  0.638
C  -2.278  3.078  0.562
C  -1.895  1.754  0.733
N  -2.832  0.742  0.566
C  -3.414  0.123  -0.662
C  -4.922  -1.580  -0.659
C  -3.040  -1.457  0.656
N  -2.570  -0.549  1.534
C  2.316  -0.888  0.507
C  3.572  -0.786  -0.089
N  2.088  -2.068  1.286
C  3.008  -2.829  1.910
C  2.378  -3.966  2.369
C  1.048  -3.826  1.978
N  0.885  -2.674  1.331
H  5.615  1.408  -1.573
H  5.280  -0.031  -2.531
H  6.023  -0.192  -0.936
H  3.142  2.022  -1.872
H  0.930  1.842  -0.879
H  1.278  2.293  1.778
H  0.510  4.613  1.638
H  -0.966  6.191  0.459
H  -2.341  5.929  1.530
H  -2.522  5.649  -0.200
H  -3.291  3.270  0.229
H  -3.541  0.891  -1.415
H  -3.743  -1.231  -1.789
H  -3.478  -2.438  -0.616
H  4.289  -1.582  0.068
H  4.031  -2.517  2.017
H  2.823  -4.779  2.912
H  0.220  -4.501  2.118
O  0.413  -0.474  -3.956
C  -0.144  -0.494  -2.937
N  -0.650  -0.445  -1.830
S  -2.768  -3.344  1.339
C  -3.350  -3.847  -0.365
N  -3.764  -4.432  -1.275
Cl  -3.481  -1.320  -0.654
Si  -1.892  -1.689  -1.513
Cl  -3.100  -1.547  -3.400
Cl  -0.614  -3.293  -1.737

largest force on an atom = 0.3549 Eh/bohr
E = -3465.48305 Eh
multiplicity = 5

Mulliken atomic charge list, values in e, 6 entries: 1.0000, -1.6446, 0.1697, -1.0341, 0.2795, -0.0360

=====

A structure of composition C22H18ClMnN3O9P3, computed with ωB97M-V/def2-TZVPD.

Geometry (Å):
Mn  1.534  -0.780  0.061
Cl  0.644  -2.033  1.697
C  -1.064  -2.099  1.422
C  -1.799  -2.984  2.222
C  -3.177  -3.093  2.062
C  -3.820  -2.319  1.103
C  -3.087  -1.435  0.303
C  -1.693  -1.301  0.443
P  -0.703  -0.158  -0.594
C  -1.902  0.582  -1.751
C  -2.231  -0.145  -2.910
C  -3.147  0.352  -3.842
C  -3.745  1.591  -3.636
C  -3.424  2.332  -2.503
C  -2.508  1.833  -1.571
C  -0.307  1.195  0.566
C  0.849  1.957  0.321
C  1.221  2.998  1.176
C  0.443  3.296  2.290
C  -0.707  2.556  2.549
C  -1.079  1.514  1.694
H  -1.297  -3.590  2.972
H  -3.746  -3.781  2.682
H  -4.896  -2.399  0.971
H  -3.640  -0.850  -0.427
H  -1.777  -1.117  -3.098
H  -3.388  -0.229  -4.728
H  -4.456  1.981  -4.360
H  -3.883  3.304  -2.341
H  -2.285  2.450  -0.705
H  1.479  1.741  -0.540
H  2.122  3.571  0.971
H  0.733  4.103  2.958
H  -1.317  2.784  3.419
H  -1.986  0.962  1.926
O  0.558  -1.947  -3.471
P  1.837  -2.328  -2.545
O  2.301  -3.555  -3.295
O  1.339  -2.377  -1.131
O  2.733  -1.056  -2.883
P  3.872  -0.481  -1.925
O  3.885  1.039  -2.499
O  5.250  -1.026  -2.193
O  3.345  -0.214  -0.541
H  0.738  -2.544  -4.219
H  3.332  1.451  -1.810
N  1.540  0.886  3.259
C  2.302  0.407  2.219
O  1.602  0.687  1.222
C  3.501  -0.201  2.374
C  4.075  -0.392  3.666
N  4.605  -0.582  4.687
C  4.246  -0.676  1.252
N  4.923  -1.093  0.401
H  0.616  0.510  3.036
H  1.363  1.852  2.976
O  0.076  -1.151  0.615

largest force on an atom = 0.2588 Eh/bohr
energy above the lowest of the compared OMol25 structures with the same formula, charge and spin = 2047.2 kJ/mol
net charge = -2
multiplicity = 5

Mulliken atomic charge list, values in e, 6 entries: 0.2515, -0.3994, 1.1040, -1.2385, -0.6214, -0.6891